{"formula": "C9H12MnN2O4", "method": "ωB97M-V with the def2-TZVPD basis set", "symbols": ["Mn", "O", "O", "O", "O", "N", "N", "C", "C", "C", "C", "C", "C", "C", "C", "C", "H", "H", "H", "H", "H", "H", "H", "H", "H", "H", "H", "H"], "positions_angstrom": [[0.031, 0.130, -0.078], [2.372, -1.386, -0.999], [-0.046, 2.864, -1.163], [-0.139, -1.170, 1.567], [-2.360, -1.330, -0.985], [0.872, 0.013, 3.241], [-0.264, -1.956, 3.714], [-0.008, 1.710, -0.976], [0.237, -1.916, 5.081], [1.414, -0.743, -0.811], [1.146, 0.316, 4.627], [0.149, -1.047, 2.802], [0.227, -0.475, 5.523], [-1.406, -0.689, -0.790], [-1.035, -3.097, 3.257], [1.336, 0.961, 2.247], [1.913, 1.743, 2.751], [-0.794, -0.068, 5.476], [-1.984, -3.139, 3.814], [2.205, 0.077, 4.838], [1.984, 0.464, 1.507], [0.567, -0.381, 6.556], [1.273, -2.305, 5.120], [-1.250, -2.979, 2.189], [0.997, 1.394, 4.775], [0.474, 1.432, 1.724], [-0.409, -2.537, 5.708], [-0.483, -4.031, 3.438]], "total_energy_ha": -1910.89462, "s2": 8.774, "multiplicity": 6, "charge": 2, "homo_lumo_gap_ev": [7.04, 4.66], "lumo_ev": [-9.0, -11.3]}